Record 1
69
Properties=species:S:1:pos:R:3:forces:R:3:nbo_charge:R:1 method="wB97M-V/def2-TZVPD" multiplicity=1 smiles="CN1C(=O)C(=Cc2ccc(N(C)C)cc2)C(=O)N(C)C1=S.O=C1c2ccccc2C(=O)N1C[C@@H]1CCCN1" max_force_ha_per_bohr=0.0413 de_lowest_kcal_mol=0.0 gap_ha=0.260
C -4.883 1.753 1.551 0.355 0.047 0.116 -0.39
N -3.795 2.147 2.420 -0.733 -0.077 0.298 -0.51
C -4.061 3.325 3.218 0.214 -0.271 -0.134 -0.39
C -2.516 1.594 2.298 1.137 -0.438 -0.280 0.18
C -1.638 2.033 1.276 -0.277 -0.153 0.653 -0.17
C -0.338 1.562 1.222 0.464 -0.361 0.261 -0.16
C 0.129 0.591 2.137 -1.577 0.195 -0.285 -0.11
C 1.496 0.104 2.094 0.841 0.559 0.550 0.05
C 2.614 0.889 2.153 -0.730 -0.374 0.054 -0.30
C 3.914 0.230 2.131 0.746 -1.604 0.103 0.67
O 4.044 -0.994 2.028 -0.026 1.696 0.022 -0.59
N 5.058 1.035 2.308 -0.263 -0.109 -0.251 -0.46
C 6.304 0.288 2.339 0.442 -0.064 0.073 -0.42
C 5.075 2.422 2.325 -0.474 0.040 -0.117 0.30
S 6.458 3.361 2.357 -0.562 -0.632 -0.029 -0.16
N 3.819 3.013 2.329 0.088 0.036 0.243 -0.46
C 3.773 4.475 2.442 0.036 0.044 -0.005 -0.42
C 2.597 2.319 2.500 -1.264 0.990 0.535 0.67
O 1.603 2.899 2.937 1.565 -0.631 -0.768 -0.56
C -0.799 0.055 3.064 0.903 0.089 -0.252 -0.17
C -2.077 0.573 3.178 -0.376 0.733 -0.441 -0.21
H -4.598 0.889 0.942 -0.033 0.157 0.120 0.21
H -5.759 1.489 2.156 -0.059 -0.042 -0.130 0.18
H -5.165 2.583 0.891 -0.109 -0.066 -0.148 0.17
H -3.177 3.610 3.796 -0.143 -0.076 -0.105 0.21
H -4.353 4.165 2.575 0.041 0.134 0.067 0.17
H -4.890 3.131 3.908 0.030 0.102 0.067 0.18
H -1.984 2.796 0.574 0.100 -0.268 0.214 0.21
H 0.358 1.940 0.469 -0.244 -0.081 0.204 0.21
H 1.656 -0.976 2.114 0.066 0.257 -0.197 0.24
H 7.110 1.011 2.434 -0.024 -0.218 -0.011 0.24
H 6.300 -0.396 3.191 -0.012 0.069 -0.156 0.22
H 6.415 -0.292 1.421 -0.012 0.055 0.127 0.22
H 2.727 4.777 2.446 0.216 -0.045 -0.012 0.24
H 4.278 4.792 3.362 -0.219 -0.017 -0.207 0.22
H 4.323 4.894 1.594 -0.217 0.012 0.202 0.22
H -0.458 -0.732 3.741 -0.158 0.192 -0.151 0.21
H -2.765 0.222 3.953 0.241 0.074 -0.316 0.22
O -1.926 -1.805 -0.876 0.060 -1.564 -1.433 -0.55
C -1.927 -2.625 -1.793 0.138 0.931 1.025 0.67
C -3.098 -3.239 -2.476 -0.638 -0.051 -0.005 -0.06
C -2.642 -4.020 -3.526 -0.580 -0.278 -0.304 -0.15
C -3.520 -4.726 -4.341 -0.048 0.175 0.219 -0.16
C -4.893 -4.612 -4.066 0.201 0.230 0.248 -0.20
C -5.354 -3.810 -3.003 0.353 -0.084 -0.131 -0.19
C -4.452 -3.113 -2.185 0.185 -0.153 -0.225 -0.19
C -1.155 -3.942 -3.571 0.927 -0.200 -0.475 0.68
O -0.379 -4.422 -4.388 -1.061 0.701 1.380 -0.55
N -0.806 -3.151 -2.452 0.679 0.190 -0.047 -0.48
C 0.592 -2.818 -2.098 -0.184 -0.013 -0.036 -0.22
C 1.041 -1.527 -2.791 -0.208 -0.075 -1.015 -0.05
C 2.518 -1.103 -2.688 -0.373 -0.122 0.325 -0.41
C 2.461 0.431 -2.856 -0.022 0.008 -0.198 -0.41
C 1.011 0.840 -2.530 -0.096 0.226 -0.338 -0.21
N 0.332 -0.400 -2.245 -0.397 0.034 0.965 -0.64
H -3.129 -5.343 -5.151 -0.214 0.161 0.185 0.24
H -5.615 -5.149 -4.683 0.211 0.157 0.181 0.22
H -6.426 -3.732 -2.815 0.305 -0.048 -0.052 0.22
H -4.767 -2.495 -1.343 -0.015 -0.182 -0.283 0.24
H 0.615 -2.688 -1.006 0.093 -0.019 -0.353 0.23
H 1.206 -3.677 -2.400 -0.134 0.235 0.066 0.23
H 0.793 -1.635 -3.876 0.243 -0.208 0.305 0.16
H 2.909 -1.354 -1.694 -0.040 -0.035 -0.151 0.21
H 3.133 -1.593 -3.447 -0.065 0.059 0.179 0.22
H 3.167 0.929 -2.189 0.021 -0.027 -0.186 0.21
H 2.679 0.725 -3.887 0.185 -0.089 0.179 0.21
H 0.980 1.534 -1.678 -0.128 -0.170 -0.138 0.18
H 0.523 1.334 -3.384 0.337 0.216 0.071 0.17
H -0.664 -0.392 -2.434 0.296 0.042 0.127 0.37

Record 2
65
Properties=species:S:1:pos:R:3:forces:R:3:nbo_charge:R:1 method="wB97M-V/def2-TZVPD" multiplicity=1 max_force_ha_per_bohr=0.0444 gap_ha=0.157
C 3.620 -2.388 -4.745 0.072 -0.025 -0.054 -0.27
O 4.186 -2.647 -3.450 -0.301 1.059 0.900 -0.46
C 3.845 -1.807 -2.443 -0.419 -0.354 -0.388 0.41
C 4.342 -2.119 -1.161 0.011 0.033 -0.147 -0.29
C 3.949 -1.376 -0.079 -0.229 0.083 -0.006 0.10
N 3.072 -0.354 -0.222 -0.128 0.244 -0.172 -0.29
C 2.635 0.437 0.961 -0.319 0.659 -0.210 -0.22
C 1.194 0.203 1.374 -0.311 -1.311 0.511 -0.19
C 0.259 -0.497 0.689 1.720 0.328 0.423 -0.09
C -0.882 -1.151 1.351 -1.350 -0.226 0.402 -0.03
C -1.934 -0.400 1.911 0.132 -0.609 -0.005 -0.17
C -3.002 -1.008 2.545 0.340 -0.829 0.158 -0.25
C -2.999 -2.405 2.738 0.741 0.116 -0.737 0.32
O -4.083 -2.913 3.371 -0.290 -0.547 0.357 -0.50
C -4.180 -4.319 3.645 0.203 0.562 -0.204 -0.25
C -1.927 -3.178 2.229 -0.702 0.438 0.183 -0.32
C -0.920 -2.555 1.497 0.391 1.011 0.011 -0.18
C 0.925 0.735 2.782 0.274 -1.081 0.585 0.58
C 1.118 2.224 2.930 -0.287 0.321 -0.115 -0.75
O 0.656 0.010 3.731 0.214 0.857 -1.167 -0.52
C 2.578 -0.032 -1.442 0.216 0.127 0.313 0.10
C 2.963 -0.712 -2.574 0.272 -0.514 -0.106 -0.32
H 3.977 -3.218 -5.348 -0.098 0.117 -0.117 0.22
H 2.524 -2.386 -4.713 0.238 -0.045 0.068 0.20
H 3.987 -1.437 -5.152 -0.052 -0.212 0.118 0.19
H 5.012 -2.959 -1.037 -0.034 0.080 0.000 0.26
H 4.292 -1.572 0.940 -0.114 0.034 -0.432 0.24
H 3.304 0.148 1.788 -0.248 0.144 -0.296 0.22
H 2.799 1.511 0.746 0.212 -0.426 -0.076 0.23
H 0.484 -0.750 -0.356 -0.256 -0.192 0.369 0.21
H -1.922 0.676 1.840 0.022 -0.154 -0.062 0.23
H -3.838 -0.424 2.913 0.088 -0.087 0.029 0.22
H -5.146 -4.439 4.141 0.209 -0.042 -0.090 0.20
H -4.162 -4.911 2.719 0.012 0.147 0.162 0.18
H -3.374 -4.650 4.313 -0.131 0.072 -0.139 0.18
H -1.895 -4.252 2.393 -0.042 0.164 -0.092 0.21
H -0.086 -3.135 1.089 -0.349 0.045 0.137 0.20
H 0.920 2.732 1.971 0.099 -0.093 0.365 0.25
H 0.420 2.594 3.691 0.254 -0.059 -0.111 0.25
H 2.147 2.441 3.262 -0.288 -0.092 -0.093 0.23
H 1.858 0.790 -1.485 -0.028 0.064 -0.082 0.31
H 2.540 -0.409 -3.529 0.093 -0.080 0.306 0.26
C 1.398 5.519 -0.024 0.019 0.367 -0.089 -0.63
C 1.324 4.198 -0.748 -0.508 -0.305 0.463 -0.07
O 0.233 3.460 -0.139 0.993 0.818 -0.461 -0.55
C -0.176 2.378 -0.863 -1.638 -1.501 0.525 0.73
C -1.209 1.640 -0.191 0.731 2.033 -0.447 -0.57
C -2.232 1.024 -0.961 -0.836 -0.707 -0.945 -0.01
C -1.893 0.376 -2.186 -0.568 -0.079 0.428 -0.28
C -2.860 -0.300 -2.921 -0.234 0.090 0.152 -0.19
C -4.206 -0.304 -2.523 0.119 0.063 0.292 -0.30
C -4.570 0.390 -1.351 0.195 -0.352 -0.279 -0.22
C -3.617 1.038 -0.575 0.801 -0.107 -0.187 -0.21
O 0.346 2.128 -1.963 0.652 0.077 0.100 -0.77
H 2.350 6.014 -0.233 -0.006 -0.036 0.055 0.20
H 0.609 6.183 -0.392 0.019 -0.092 0.191 0.21
H 1.284 5.407 1.058 0.070 -0.045 -0.169 0.21
H 1.152 4.346 -1.823 0.052 -0.239 0.385 0.21
H 2.230 3.596 -0.608 0.127 0.141 -0.157 0.15
H -1.530 2.109 0.735 0.065 0.190 -0.118 0.19
H -0.857 0.442 -2.518 -0.418 -0.218 0.052 0.22
H -2.547 -0.851 -3.809 -0.183 0.170 0.086 0.19
H -4.956 -0.861 -3.094 0.281 0.269 0.205 0.20
H -5.615 0.385 -1.031 0.268 0.067 -0.108 0.20
H -3.912 1.586 0.335 0.164 -0.333 -0.476 0.19

Record 3
60
Properties=species:S:1:pos:R:3:forces:R:3:nbo_charge:R:1 method="wB97M-V/def2-TZVPD" multiplicity=1 max_force_ha_per_bohr=0.0681 de_lowest_kcal_mol=32.6 gap_ha=0.197 charge=+1
C 1.801 0.440 -0.273 0.155 0.148 -0.039 -0.42
C 1.934 1.097 1.117 0.239 0.036 -0.198 -0.42
C 0.826 1.068 2.174 0.073 0.114 -0.375 -0.36
C 0.495 -0.277 2.911 -0.864 0.711 0.865 -0.56
C -0.144 -1.367 2.133 -0.350 -0.708 1.547 0.63
C -1.580 -1.671 2.416 -1.311 -0.471 -1.640 -0.57
C 0.639 -2.183 1.184 0.666 -0.195 -0.701 -0.59
C 2.130 -1.906 0.834 0.074 0.045 -0.165 -0.41
C 2.444 -0.954 -0.337 -0.260 0.359 0.246 -0.40
H 0.779 0.462 -0.677 0.058 -0.089 0.301 0.20
H 2.391 1.067 -0.962 -0.366 -0.186 0.148 0.23
H 2.834 0.675 1.577 0.083 0.205 0.030 0.20
H 2.146 2.160 0.948 -0.044 -0.160 0.159 0.24
H 1.179 1.761 2.951 -0.293 -0.341 0.022 0.24
H -0.108 1.504 1.792 0.168 -0.226 -0.006 0.22
H 1.398 -0.636 3.437 -0.067 -0.162 -0.595 0.28
H -0.201 0.038 3.727 0.356 -0.402 -0.559 0.24
H -1.997 -2.366 1.666 0.327 0.958 -0.598 0.26
H -2.114 -0.712 2.535 0.271 -0.020 -0.740 0.29
H 0.649 -3.234 1.551 -0.673 0.350 0.257 0.32
H 0.087 -2.260 0.235 -0.261 -0.067 0.189 0.29
H 2.696 -1.617 1.726 -0.167 0.049 -0.038 0.21
H 2.570 -2.862 0.516 -0.276 0.059 0.342 0.24
H 2.209 -1.424 -1.300 -0.019 -0.006 0.212 0.22
H 3.530 -0.785 -0.331 -0.182 -0.261 -0.002 0.22
C -9.615 -1.462 0.304 0.569 -0.099 0.317 -0.22
C -9.312 -2.648 0.981 -0.143 -0.001 0.016 -0.19
C -8.804 -2.631 2.284 -0.254 0.764 -0.049 -0.27
C -8.642 -1.396 2.927 0.347 0.004 -0.831 0.29
O -7.969 -1.295 4.149 0.129 -0.591 0.065 -0.50
C -6.646 -1.728 4.130 -0.108 0.344 -0.608 0.32
C -5.673 -0.737 4.214 -0.569 0.260 0.266 -0.26
C -4.350 -1.076 4.097 0.535 0.774 -0.292 -0.14
C -3.898 -2.368 3.898 0.533 0.086 -0.563 -0.07
C -2.338 -2.417 3.650 0.914 -0.753 3.297 -0.14
C -1.725 -3.799 3.817 -0.291 0.194 -0.711 -0.05
C -0.418 -3.846 4.296 0.337 -0.245 -0.119 -0.23
C 0.278 -5.051 4.326 0.031 0.109 0.289 -0.19
C -0.390 -6.238 4.011 0.058 0.082 -0.027 -0.21
C -1.702 -6.199 3.548 -0.380 0.139 -0.065 -0.19
C -2.360 -4.972 3.369 0.645 0.088 0.027 -0.22
C -4.877 -3.392 4.049 -0.030 0.285 -0.763 -0.19
C -6.246 -3.060 4.003 0.286 0.289 0.699 -0.24
C -9.003 -0.198 2.290 0.311 -0.702 0.051 -0.25
C -9.406 -0.242 0.956 -0.493 -0.068 0.093 -0.19
H -9.945 -1.487 -0.736 0.049 0.006 0.362 0.22
H -9.459 -3.614 0.494 0.026 0.306 0.085 0.22
H -8.541 -3.549 2.797 -0.180 0.131 -0.205 0.22
H -5.965 0.303 4.347 -0.032 -0.288 -0.001 0.24
H -3.600 -0.277 4.157 -0.345 -0.152 -0.133 0.19
H -1.961 -1.764 4.470 -0.150 -0.774 -0.052 0.22
H 0.080 -2.914 4.610 -0.229 -0.446 -0.114 0.20
H 1.332 -5.051 4.624 -0.474 -0.155 -0.005 0.23
H 0.129 -7.188 4.116 -0.130 0.157 -0.059 0.23
H -2.252 -7.121 3.326 0.420 0.326 -0.054 0.23
H -3.324 -4.941 2.841 0.588 -0.023 0.457 0.23
H -4.659 -4.448 4.206 0.173 0.408 -0.440 0.23
H -7.006 -3.835 3.914 0.466 0.099 0.430 0.23
H -8.917 0.734 2.840 0.155 -0.095 -0.179 0.23
H -9.580 0.693 0.425 -0.098 -0.199 0.153 0.22